C6H8N2S | ωB97M-V/def2-TZVPD

Structure (XYZ):
```
17
Properties=species:S:1:pos:R:3:forces:R:3
C 2.1110 1.7540 0.1728 -1.453 -0.967 0.012
C 2.0481 0.3919 0.4347 -2.357 -2.943 -1.572
C 0.9051 2.1731 -0.1954 0.089 3.818 -0.645
C 0.8572 -0.2431 0.0414 2.660 1.340 1.412
C -0.5078 -2.2587 -0.2522 1.850 2.780 0.171
C 0.6592 -1.6572 0.1460 -4.873 0.525 -2.007
N -1.5338 1.4686 0.4038 -0.370 1.347 1.481
N -2.7697 0.9447 0.4087 -2.252 -2.240 -0.991
S -0.2503 0.9781 -0.5335 -0.056 -0.888 -0.838
H 2.9497 2.3525 0.1875 1.572 1.197 0.422
H 2.7950 -0.2990 0.6182 1.961 -0.727 0.826
H 0.8017 3.2766 -0.3165 -0.869 -1.235 -0.289
H -1.3644 -1.8098 -0.7457 0.268 0.301 0.090
H -0.5581 -3.2511 -0.0465 -0.456 -2.899 0.346
H 1.3177 -2.3061 0.5873 2.048 -0.966 1.105
H -2.8878 0.0222 0.9777 0.070 2.205 -1.680
H -3.4742 1.0892 -0.4390 2.168 -0.648 2.157
```
Positions in Å, forces in eV/Å.

Computed properties:
DFT total energy = -20161.018 eV
ΔE to the lowest compared entry with this formula, charge and spin = 138.9 kcal/mol
Frontier orbital gap (alpha / beta) = 7.081 / 7.080 eV
LUMO energy (alpha / beta) = -0.433 / -0.433 eV
Total charge = 0
Maximum force = 5.3 eV Å⁻¹